#P
Here is an isolated molecule of C2H4BrN from the OMol25 dataset. Energies are from ωB97M-V/def2-TZVPD.

Summary:
* HOMO-LUMO gap: 10.505 eV
* E_HOMO: -9.73 eV

ORCA input file:
```
! RIJCOSX wB97M-V def2-TZVPD def2/J DEFGRID3
* xyz 0 1
C 1.290 0.636 0.136
C -0.159 0.224 0.048
N 2.079 -0.231 -0.255
Br 3.865 0.010 0.020
H 1.658 1.591 0.607
H -0.268 -0.636 0.556
H -0.294 -0.066 -1.000
H -0.963 0.878 0.218
*
```

***

#Q
Here is an isolated molecule of C2H4BrN from the OMol25 dataset. Energies are from ωB97M-V/def2-TZVPD.

Summary:
* HOMO-LUMO gap: 10.929 eV
* E_HOMO: -10.14 eV

ORCA input file:
```
! RIJCOSX wB97M-V def2-TZVPD def2/J DEFGRID3
* xyz 0 1
C 0.091 0.396 -0.326
C -0.867 -0.506 0.377
N 0.953 0.860 0.435
Br -2.681 0.105 0.005
H -0.186 0.458 -1.447
H -0.829 -0.296 1.360
H -0.948 -1.452 -0.033
H 1.655 1.497 0.045
*
```

***

Energies in kJ/mol, measured from the most stable structure: #P 49.0; #Q 0.0.

***

#P
Here is C10H13P as an isolated structure from the OMol25 dataset. Energies are from ωB97M-V/def2-TZVPD.

Summary:
* HOMO-LUMO gap (alpha / beta): 7.275 / 7.274 eV
* E_HOMO (alpha / beta): -8.03 / -8.03 eV

ORCA input file:
```
! RIJCOSX wB97M-V def2-TZVPD def2/J DEFGRID3
* xyz 0 1
C 2.043 -0.147 -2.558
C 1.919 1.243 -2.317
C 1.195 -1.087 -1.998
C 0.873 1.633 -1.493
C 0.274 -0.663 -1.061
C 0.079 0.685 -0.897
C -0.882 -1.413 -0.574
C -0.877 1.092 0.178
C 0.451 -0.467 2.123
C -2.571 -0.484 1.896
P -0.981 -0.681 1.012
H 2.800 -0.634 -3.180
H 2.532 2.066 -2.679
H 1.565 -2.000 -2.322
H 0.785 2.625 -1.219
H -0.724 -2.180 1.412
H -0.462 1.905 0.736
H -1.848 1.272 -0.163
H 0.145 -0.450 3.124
H 1.125 -1.295 1.731
H 1.027 0.424 1.962
H -2.423 -0.857 2.803
H -2.820 0.485 2.198
H -3.224 -1.075 1.284
*
```

***

#Q
Here is an isolated molecule of C10H13P from the OMol25 dataset. Energies are from ωB97M-V/def2-TZVPD.

Summary:
* HOMO-LUMO gap: 8.864 eV
* E_HOMO: -8.73 eV

ORCA input file:
```
! RIJCOSX wB97M-V def2-TZVPD def2/J DEFGRID3
* xyz 0 1
C 0.066 1.274 0.965
C 0.383 -1.049 1.185
C 0.514 0.199 1.726
C -0.494 1.148 -0.303
C -0.260 -1.254 -0.034
C -0.653 -0.160 -0.781
C -0.477 -0.455 -3.447
C 1.144 0.465 3.066
C -0.993 2.433 -0.903
C -0.349 -2.677 -0.395
P -1.683 -0.662 -2.271
H 0.267 2.253 1.319
H 0.559 -1.841 1.967
H -0.940 -0.430 -4.384
H 0.415 0.144 -3.499
H 2.027 1.120 2.853
H 0.350 0.929 3.760
H 1.531 -0.481 3.404
H -1.541 3.101 -0.103
H -0.132 2.991 -1.226
H -1.828 2.169 -1.757
H 0.378 -3.050 -1.111
H -0.210 -3.277 0.547
H -1.320 -2.838 -0.969
*
```

***

Energies in kJ/mol, measured from the most stable structure: #P 387.0; #Q 0.0.

***

#P
Here is an isolated molecule of C4H6S from the OMol25 dataset. Energies are from ωB97M-V/def2-TZVPD.

Summary:
* HOMO-LUMO gap: 9.971 eV
* E_HOMO: -9.27 eV

ORCA input file:
```
! RIJCOSX wB97M-V def2-TZVPD def2/J DEFGRID3
* xyz 0 1
C -0.840 -0.299 -0.293
C 0.194 0.774 -0.006
C 1.474 0.276 -0.319
C 2.363 -0.437 0.106
H -2.736 -0.379 1.265
H -0.866 -0.295 -1.423
H -0.403 -1.219 0.026
H 0.147 0.933 1.115
H 0.048 1.776 -0.418
H 3.215 -1.072 0.038
S -2.596 -0.059 -0.091
*
```

***

#Q
Here is a 2-piece molecular cluster, C4H6S overall from the OMol25 dataset. Energies are from ωB97M-V/def2-TZVPD.

Summary:
* HOMO-LUMO gap (alpha / beta): 8.326 / 8.247 eV
* E_HOMO (alpha / beta): -8.33 / -8.30 eV

ORCA input file:
```
! RIJCOSX wB97M-V def2-TZVPD def2/J DEFGRID3
* xyz 0 1
C 1.455 0.031 -0.438
C -1.047 -0.177 -0.858
C 1.780 -0.634 0.636
C -1.858 -0.057 0.180
S -3.656 -0.017 0.235
H 1.696 0.335 -1.452
H -1.259 -0.244 -1.839
H 2.928 -0.765 0.531
H 1.209 -1.058 1.475
H -1.634 0.174 1.230
H -3.705 -0.427 -1.084
*
```

***

Energies in kJ/mol, measured from the most stable structure: #P 0.0; #Q 324.0.